Record 1
Density functional theory data (ωB97M-V/def2-TZVPD) for one molecule with the formula C20H42O.

Calculated values
**Structure (SMILES)**: CCCCCCCCCC[C@H](CO)CCCCCCCC

XYZ file:
```
63
Properties=species:S:1:pos:R:3:nbo_charge:R:1
C 6.965 -3.361 5.211 -0.602
C 7.578 -2.929 3.883 -0.400
C 6.845 -3.499 2.661 -0.393
C 5.859 -2.528 2.008 -0.384
C 4.679 -2.146 2.897 -0.394
C 3.663 -1.284 2.150 -0.391
C 2.485 -0.896 3.043 -0.385
C 1.505 0.068 2.374 -0.385
C 0.739 -0.557 1.210 -0.398
C -0.317 0.400 0.658 -0.375
C -1.113 -0.178 -0.522 -0.239
C -0.274 -0.111 -1.808 -0.056
O -0.719 -0.962 -2.838 -0.718
C -2.445 0.567 -0.677 -0.387
C -3.383 -0.076 -1.697 -0.397
C -4.740 0.624 -1.783 -0.384
C -4.664 2.015 -2.410 -0.401
C -6.054 2.619 -2.597 -0.392
C -6.030 4.064 -3.099 -0.387
C -5.404 4.257 -4.481 -0.395
C -6.153 3.524 -5.588 -0.609
H 7.513 -2.921 6.042 0.206
H 7.007 -4.444 5.311 0.200
H 5.926 -3.053 5.285 0.201
H 7.589 -1.839 3.824 0.193
H 8.618 -3.262 3.866 0.201
H 6.315 -4.409 2.950 0.193
H 7.580 -3.780 1.903 0.204
H 6.393 -1.622 1.712 0.192
H 5.474 -2.993 1.096 0.197
H 5.038 -1.593 3.767 0.193
H 4.186 -3.054 3.254 0.193
H 4.155 -0.378 1.789 0.193
H 3.302 -1.836 1.280 0.193
H 2.875 -0.423 3.947 0.199
H 1.951 -1.799 3.349 0.192
H 0.785 0.408 3.123 0.198
H 2.048 0.946 2.018 0.193
H 0.249 -1.472 1.553 0.193
H 1.440 -0.830 0.420 0.194
H -1.011 0.645 1.465 0.201
H 0.161 1.331 0.345 0.196
H -1.330 -1.233 -0.309 0.185
H -0.314 0.897 -2.227 0.176
H 0.775 -0.339 -1.573 0.157
H -0.755 -1.862 -2.498 0.462
H -2.950 0.588 0.293 0.195
H -2.235 1.598 -0.964 0.196
H -2.913 -0.075 -2.681 0.218
H -3.548 -1.118 -1.409 0.193
H -5.411 0.007 -2.387 0.198
H -5.175 0.699 -0.783 0.189
H -4.161 1.936 -3.375 0.195
H -4.074 2.677 -1.775 0.193
H -6.631 1.999 -3.286 0.194
H -6.575 2.602 -1.636 0.199
H -5.477 4.675 -2.380 0.197
H -7.057 4.438 -3.126 0.196
H -5.401 5.327 -4.705 0.199
H -4.364 3.926 -4.465 0.195
H -7.205 3.802 -5.585 0.200
H -5.734 3.780 -6.559 0.209
H -6.080 2.447 -5.463 0.200
```


Record 2
Density functional theory data (ωB97M-V/def2-TZVPD) for a 2-piece molecular cluster, C5H10NO2 overall.

Calculated values
**Total charge**: -1

XYZ file:
```
18
Properties=species:S:1:pos:R:3:nbo_charge:R:1
N 2.054 -1.741 -1.366 -0.936
C 0.993 -0.916 -1.833 0.842
O 1.253 0.279 -2.109 -0.815
O -0.160 -1.392 -1.888 -0.819
H 1.821 -2.723 -1.221 0.373
H 2.998 -1.426 -1.612 0.375
C -0.027 0.667 0.813 -0.167
C -1.382 0.569 0.931 -0.211
C -2.289 -0.491 0.265 -0.652
C 0.768 1.773 1.466 -0.648
H 0.552 -0.019 0.169 0.241
H -1.891 1.335 1.442 0.156
H -2.926 -1.100 0.994 0.177
H -3.013 -0.029 -0.456 0.195
H -1.630 -1.100 -0.302 0.274
H 0.208 2.486 2.119 0.186
H 1.022 2.391 0.569 0.228
H 1.648 1.439 2.019 0.203
```


Record 3
Density functional theory data (ωB97M-V/def2-TZVPD) for a 11-piece molecular cluster, C66H186N25O7P7 overall.

Calculated values
**Structure (SMILES)**: CN(C)P(=O)(N(C)C)N(C)C.CN(C)P(=O)(N(C)C)N(C)C.CN(C)P(=O)(N(C)C)N(C)C.CN(C)P(=O)(N(C)C)N(C)C.CN(C)P(=O)(N(C)C)N(C)C.CN(C)P(=O)(N(C)C)N(C)C.CN(C)P(=O)(N(C)C)N(C)C.CCN(CC)CC.CCN(CC)CC.CCN(CC)CC.CCN(CC)CC

XYZ file:
```
291
Properties=species:S:1:pos:R:3:lowdin_charge:R:1
C -5.210 -0.047 3.760 -0.053
N -4.334 -1.282 3.846 -0.288
C -3.171 -1.070 4.657 -0.144
P -4.998 -2.701 3.363 0.505
O -6.336 -2.600 2.742 -0.272
N -3.913 -3.367 2.314 -0.273
C -2.481 -3.460 2.599 -0.100
C -4.429 -4.424 1.414 -0.103
N -4.820 -3.640 4.784 -0.307
C -4.943 -5.058 4.592 -0.120
C -5.580 -3.058 5.865 -0.127
H -5.565 0.211 4.752 0.076
H -6.045 -0.240 3.117 0.060
H -4.547 0.684 3.323 0.068
H -2.678 -1.991 4.763 0.024
H -3.426 -0.572 5.633 0.104
H -2.389 -0.510 4.122 0.074
H -2.283 -4.145 3.452 0.075
H -1.960 -3.889 1.758 0.069
H -1.979 -2.527 2.819 0.047
H -4.589 -5.455 1.798 0.081
H -5.399 -4.161 1.110 0.048
H -3.771 -4.392 0.534 0.082
H -6.013 -5.243 4.509 0.095
H -4.431 -5.429 3.761 0.033
H -4.518 -5.657 5.416 0.090
H -6.639 -3.053 5.735 0.070
H -5.281 -2.008 6.053 0.074
H -5.430 -3.548 6.854 0.095
C -1.360 1.322 -4.579 -0.106
N -0.529 2.455 -4.912 -0.280
C -0.157 3.251 -3.700 -0.084
P -0.461 3.145 -6.410 0.514
O 0.668 4.097 -6.512 -0.278
N -0.446 1.961 -7.580 -0.286
C -1.611 1.310 -8.211 -0.105
C 0.941 1.432 -7.739 -0.077
N -2.048 3.822 -6.615 -0.289
C -2.491 4.566 -5.478 -0.164
C -2.079 4.707 -7.793 -0.130
H -1.410 0.615 -5.374 0.057
H -2.357 1.723 -4.213 0.089
H -0.971 0.774 -3.679 0.072
H 0.725 2.819 -3.255 0.046
H -1.040 3.174 -3.028 0.077
H 0.048 4.292 -3.863 0.069
H -1.543 0.256 -7.894 0.066
H -2.531 1.807 -7.852 0.061
H -1.511 1.230 -9.330 0.091
H 1.495 1.874 -6.944 0.030
H 1.023 0.402 -7.593 0.054
H 1.390 1.724 -8.709 0.098
H -3.472 4.981 -5.692 0.080
H -2.572 3.960 -4.610 0.049
H -1.915 5.500 -5.234 0.106
H -3.123 4.908 -8.100 0.088
H -1.582 4.252 -8.653 0.077
H -1.611 5.652 -7.672 0.065
C -4.384 -0.711 -3.957 -0.130
N -5.814 -0.658 -4.062 -0.303
C -6.488 -1.340 -2.988 -0.115
P -6.452 0.855 -4.590 0.492
O -6.228 2.024 -3.747 -0.266
N -5.754 1.043 -6.057 -0.282
C -5.451 2.402 -6.487 -0.116
C -5.571 0.047 -7.183 -0.067
N -8.039 0.437 -4.590 -0.348
C -9.078 1.211 -3.895 -0.081
C -8.461 -0.605 -5.476 -0.108
H -3.952 -0.373 -2.970 0.089
H -3.931 -0.093 -4.704 0.048
H -4.133 -1.736 -4.136 0.076
H -6.191 -2.367 -2.931 0.074
H -7.555 -1.301 -3.157 0.062
H -6.203 -0.859 -1.993 0.107
H -6.060 3.231 -6.021 0.095
H -4.446 2.672 -6.098 0.067
H -5.588 2.493 -7.540 0.069
H -6.368 0.126 -7.870 0.052
H -4.639 0.177 -7.734 0.071
H -5.599 -0.943 -6.692 0.083
H -9.718 0.433 -3.427 0.089
H -8.688 1.877 -3.103 0.084
H -9.618 1.802 -4.612 0.071
H -7.997 -1.518 -5.128 0.068
H -8.190 -0.316 -6.513 0.086
H -9.502 -0.746 -5.305 0.074
C -2.398 3.986 6.649 -0.087
N -1.308 3.585 5.717 -0.282
C -1.794 3.200 4.378 -0.096
P 0.229 3.365 6.319 0.458
O 0.326 3.405 7.767 -0.271
N 0.778 1.997 5.548 -0.281
C 2.219 1.900 5.313 -0.083
C 0.179 0.772 6.025 -0.127
N 1.298 4.501 5.781 -0.303
C 1.815 5.479 6.762 -0.084
C 1.274 4.946 4.392 -0.112
H -1.989 4.398 7.555 0.066
H -3.080 3.207 6.942 0.073
H -2.928 4.780 6.113 0.078
H -1.030 3.367 3.583 0.063
H -2.671 3.874 4.223 0.082
H -2.214 2.191 4.330 0.061
H 2.755 2.430 6.082 0.083
H 2.528 0.896 5.167 0.051
H 2.456 2.418 4.389 0.053
H 0.528 0.477 7.020 0.097
H -0.920 0.883 6.076 0.077
H 0.304 0.084 5.227 0.059
H 1.236 6.363 6.762 0.064
H 1.742 5.126 7.760 0.055
H 2.858 5.726 6.529 0.087
H 2.282 5.167 4.040 0.047
H 0.559 5.757 4.226 0.088
H 0.925 4.025 3.769 0.081
C -1.060 0.700 1.344 -0.071
N -0.643 0.202 0.006 -0.276
C -1.644 -0.623 -0.682 -0.087
P 0.885 0.219 -0.589 0.551
O 0.861 0.419 -2.070 -0.300
N 1.668 1.362 0.375 -0.280
C 1.389 2.790 0.239 -0.112
C 2.971 1.052 1.055 -0.062
N 1.507 -1.316 -0.299 -0.269
C 2.004 -2.190 -1.292 -0.131
C 1.356 -1.973 0.982 -0.124
H -0.457 1.488 1.728 0.046
H -0.984 -0.120 2.057 0.056
H -2.116 0.957 1.240 0.076
H -1.536 -1.673 -0.367 0.080
H -1.425 -0.449 -1.706 0.042
H -2.719 -0.351 -0.591 0.075
H 2.233 3.238 -0.383 0.086
H 0.389 3.053 -0.178 0.087
H 1.495 3.300 1.220 0.061
H 2.998 -0.002 1.055 0.029
H 3.917 1.546 0.586 0.115
H 2.943 1.309 2.085 0.048
H 1.909 -1.773 -2.338 0.084
H 3.081 -2.213 -1.186 0.074
H 1.623 -3.183 -1.290 0.034
H 0.753 -1.514 1.724 0.039
H 2.259 -2.240 1.532 0.057
H 0.802 -2.967 0.886 0.095
C 4.920 -3.559 2.186 -0.133
N 5.460 -3.712 0.853 -0.290
C 6.390 -2.750 0.372 -0.120
P 5.706 -5.233 0.205 0.558
O 6.257 -5.202 -1.192 -0.301
N 6.784 -6.061 1.194 -0.333
C 6.437 -6.406 2.525 -0.133
C 8.105 -6.296 0.713 -0.122
N 4.195 -5.874 0.470 -0.300
C 2.955 -5.148 0.207 -0.081
C 4.140 -7.305 0.237 -0.109
H 4.363 -4.453 2.376 0.029
H 4.281 -2.726 2.420 0.054
H 5.732 -3.497 2.967 0.102
H 7.336 -2.693 0.959 0.100
H 5.938 -1.790 0.251 0.071
H 6.586 -3.098 -0.617 0.056
H 7.045 -5.743 3.218 0.103
H 5.405 -6.119 2.651 0.048
H 6.599 -7.454 2.796 0.086
H 8.329 -7.405 0.831 0.102
H 8.104 -5.951 -0.335 0.072
H 8.876 -5.708 1.241 0.081
H 2.822 -5.047 -0.819 0.048
H 2.157 -5.812 0.583 0.092
H 2.856 -4.223 0.768 0.049
H 5.120 -7.707 0.369 0.061
H 3.916 -7.598 -0.771 0.079
H 3.461 -7.775 0.993 0.101
C 2.337 -3.459 7.279 -0.069
N 1.784 -2.912 5.996 -0.276
C 2.710 -2.008 5.245 -0.082
P 0.497 -3.510 5.147 0.530
O 0.346 -2.777 3.881 -0.276
N 0.703 -5.117 4.849 -0.313
C 1.002 -6.107 5.891 -0.117
C 1.341 -5.388 3.562 -0.101
N -0.690 -3.647 6.413 -0.273
C -1.054 -2.416 7.068 -0.123
C -1.827 -4.559 6.247 -0.130
H 3.087 -4.210 7.026 0.080
H 1.542 -3.922 7.828 0.058
H 2.698 -2.626 7.840 0.072
H 3.145 -1.349 5.958 0.063
H 2.168 -1.398 4.532 0.051
H 3.440 -2.691 4.731 0.087
H 0.651 -5.800 6.855 0.054
H 0.485 -7.097 5.676 0.105
H 2.083 -6.292 5.975 0.081
H 2.346 -4.961 3.556 0.073
H 1.384 -6.454 3.368 0.084
H 0.694 -4.880 2.844 0.067
H -1.014 -1.545 6.393 0.049
H -2.098 -2.434 7.504 0.113
H -0.354 -2.261 7.838 0.055
H -2.216 -4.956 7.152 0.072
H -1.600 -5.391 5.567 0.077
H -2.726 -4.081 5.834 0.044
C 3.067 4.340 -3.388 -0.091
C 3.237 3.377 -4.504 -0.261
N 4.257 2.292 -4.249 -0.137
C 3.631 1.203 -3.498 -0.266
C 4.695 0.231 -2.918 -0.069
C 4.613 1.735 -5.577 -0.274
C 5.791 2.496 -6.126 -0.091
H 4.007 4.808 -3.148 0.071
H 2.627 3.799 -2.575 0.033
H 2.374 5.086 -3.718 0.071
H 2.259 3.047 -4.944 0.094
H 3.614 3.971 -5.314 0.098
H 3.026 1.574 -2.651 0.084
H 2.864 0.673 -4.104 0.115
H 4.312 -0.219 -2.041 0.026
H 5.116 -0.514 -3.597 0.062
H 5.594 0.823 -2.685 0.075
H 3.853 1.825 -6.281 0.073
H 4.748 0.637 -5.520 0.118
H 6.595 2.419 -5.404 0.067
H 5.529 3.554 -6.393 0.083
H 6.158 2.164 -7.099 0.065
C -0.677 -4.885 -1.679 -0.089
C 0.085 -5.516 -2.836 -0.221
N 0.938 -4.495 -3.538 -0.161
C 2.097 -4.973 -4.249 -0.290
C 3.357 -4.166 -4.019 -0.073
C 0.078 -3.766 -4.500 -0.287
C 0.676 -2.597 -5.216 -0.099
H -1.283 -4.019 -2.009 0.073
H -0.021 -4.545 -0.911 0.029
H -1.324 -5.636 -1.255 0.067
H 0.702 -6.350 -2.449 0.117
H -0.660 -5.870 -3.506 0.091
H 2.329 -5.982 -3.873 0.107
H 1.790 -5.169 -5.293 0.118
H 3.557 -4.126 -2.947 0.051
H 4.213 -4.642 -4.531 0.084
H 3.222 -3.101 -4.343 0.071
H -0.736 -3.336 -3.925 0.096
H -0.419 -4.393 -5.241 0.113
H 1.439 -2.905 -5.957 0.074
H 1.180 -1.944 -4.441 0.081
H -0.115 -2.075 -5.785 0.074
C -4.565 1.800 -0.826 -0.082
C -4.934 3.283 -0.776 -0.238
N -4.027 4.037 0.146 -0.176
C -4.764 4.849 1.114 -0.297
C -5.729 5.863 0.567 -0.095
C -2.957 4.781 -0.612 -0.233
C -1.939 5.470 0.308 -0.092
H -5.129 1.454 -1.667 0.027
H -4.806 1.327 0.099 0.061
H -3.508 1.747 -1.008 0.050
H -4.854 3.623 -1.827 0.111
H -5.965 3.444 -0.435 0.103
H -5.373 4.151 1.721 0.114
H -4.010 5.202 1.835 0.098
H -6.247 6.351 1.421 0.082
H -5.206 6.703 0.131 0.060
H -6.455 5.364 -0.115 0.080
H -3.417 5.620 -1.218 0.123
H -2.512 4.021 -1.210 0.077
H -1.153 5.917 -0.277 0.064
H -1.585 4.749 1.042 0.061
H -2.465 6.295 0.812 0.067
C 7.184 5.012 -0.332 -0.098
C 5.977 4.177 0.062 -0.241
N 5.053 4.784 1.079 -0.170
C 5.727 5.022 2.389 -0.260
C 5.335 3.948 3.354 -0.093
C 4.267 5.980 0.667 -0.250
C 3.030 6.215 1.507 -0.093
H 6.868 6.045 -0.482 0.070
H 7.656 4.605 -1.226 0.077
H 7.876 5.095 0.506 0.056
H 5.421 4.059 -0.887 0.104
H 6.334 3.221 0.448 0.105
H 5.427 6.012 2.758 0.108
H 6.810 5.118 2.249 0.099
H 5.453 2.955 2.894 0.070
H 4.284 4.041 3.576 0.034
H 5.833 3.888 4.367 0.092
H 4.927 6.878 0.772 0.114
H 4.034 5.865 -0.392 0.106
H 3.201 6.475 2.524 0.041
H 2.335 6.994 1.123 0.090
H 2.404 5.325 1.503 0.045
```


Record 4
Density functional theory data (ωB97M-V/def2-TZVPD) for C26H28N5Sn as an isolated structure.

Calculated values
**Total charge**: +3

XYZ file:
```
60
Properties=species:S:1:pos:R:3:nbo_charge:R:1
Sn -0.600 0.941 0.234 1.456
C -1.461 -2.512 2.282 -0.420
N -2.672 -2.073 1.562 -0.253
C -3.784 -1.785 2.496 -0.433
C -2.856 -2.155 0.274 0.416
C -4.175 -2.143 -0.303 -0.305
C -4.350 -2.680 -1.527 -0.058
C -3.245 -3.179 -2.330 -0.139
C -1.978 -3.054 -1.916 -0.244
C -1.701 -2.334 -0.678 0.226
N -0.613 -1.686 -0.425 -0.452
C 0.544 -1.900 -1.218 0.019
C 1.093 -3.181 -1.300 -0.212
C 2.264 -3.399 -2.000 -0.166
C 2.885 -2.334 -2.638 -0.155
C 2.348 -1.057 -2.552 -0.231
C 1.192 -0.819 -1.819 0.179
N 0.592 0.524 -1.757 -0.565
C -0.455 0.645 -2.817 -0.428
C 1.609 1.588 -1.984 -0.432
H -1.750 -3.365 2.897 0.255
H -0.669 -2.796 1.604 0.229
H -1.129 -1.712 2.941 0.231
H -4.301 -2.711 2.747 0.258
H -3.353 -1.365 3.400 0.245
H -4.475 -1.067 2.070 0.239
H -5.032 -1.872 0.292 0.261
H -5.354 -2.787 -1.918 0.267
H -3.467 -3.618 -3.294 0.268
H -1.152 -3.355 -2.542 0.263
H 0.599 -4.002 -0.793 0.236
H 2.686 -4.394 -2.051 0.260
H 3.791 -2.490 -3.206 0.258
H 2.855 -0.255 -3.068 0.243
H -0.009 0.495 -3.801 0.242
H -1.229 -0.106 -2.661 0.215
H -0.901 1.641 -2.782 0.223
H 1.953 1.578 -3.017 0.232
H 1.154 2.558 -1.807 0.222
H 2.458 1.441 -1.320 0.227
C 3.145 -0.503 2.229 -0.236
C 3.813 0.667 2.560 -0.077
C 3.244 1.891 2.241 -0.192
C 2.017 1.928 1.600 0.180
N 1.375 0.782 1.280 -0.647
C 1.930 -0.402 1.589 0.129
C 1.339 3.193 1.218 0.166
C 1.790 4.444 1.599 -0.185
C 1.088 5.571 1.188 -0.083
C -0.052 5.423 0.416 -0.205
C -0.457 4.144 0.086 0.076
N 0.228 3.058 0.468 -0.617
H 3.559 -1.475 2.458 0.266
H 4.772 0.631 3.061 0.268
H 3.764 2.804 2.487 0.256
H 1.371 -1.284 1.301 0.206
H 2.667 4.555 2.218 0.252
H 1.430 6.557 1.478 0.268
H -0.625 6.276 0.082 0.272
H -1.354 3.976 -0.498 0.224
```


| no. | LUMO energy (eV) | orbital gap (eV) | molar mass (g/mol) |
| --- | --- | --- | --- |
| 1 | 0.92 | 10.80 | 298.55 |
| 2 | 4.05 | 7.88 | 116.14 |
| 3 | 0.30 | 8.27 | 1659.20 |
| 4 | -10.56 | 6.72 | 529.26 |